Below is C23H26F3N3O4S in the gas phase in a non-equilibrium geometry, with properties calculated with ωB97M-V with the def2-TZVPD basis set.

**LUMO**: 0.4 eV
**SMILES string**: O=C(Nc1ccccc1N1CCOCC1)C1CCN(S(=O)(=O)c2cccc(C(F)(F)F)c2)CC1
**ΔE to the lowest compared entry with this formula, charge and spin**: 6.2 kJ/mol
**Kohn-Sham gap**: 8.79 eV

The geometry in XYZ format:
```
60
Properties=species:S:1:pos:R:3:forces:R:3
O 1.271 2.608 0.770 0.0 0.3 0.3
C 1.414 1.754 -0.078 -0.1 -0.2 -0.6
N 2.419 0.841 -0.079 0.2 -0.4 -0.1
C 3.493 0.701 0.808 0.1 0.0 0.2
C 3.845 1.670 1.736 -0.1 0.1 0.0
C 4.967 1.495 2.527 0.1 -0.1 0.0
C 5.748 0.363 2.388 0.1 0.1 0.1
C 5.394 -0.617 1.475 -0.1 -0.1 -0.1
C 4.261 -0.472 0.689 0.0 0.2 0.1
N 3.835 -1.430 -0.268 0.1 0.0 0.0
C 4.862 -2.258 -0.874 -0.1 -0.1 -0.4
C 4.239 -2.962 -2.082 0.4 0.1 0.1
O 3.146 -3.765 -1.697 0.0 -0.1 0.0
C 2.159 -2.995 -1.055 -0.1 0.1 0.3
C 2.728 -2.274 0.169 -0.2 -0.3 -0.2
C 0.465 1.557 -1.265 -0.1 0.1 0.0
C -0.443 0.341 -1.022 0.0 0.0 0.1
C -1.457 0.642 0.082 0.2 -0.6 0.0
N -2.239 1.823 -0.207 -0.8 0.0 -0.6
S -3.492 1.576 -1.284 -0.3 -0.2 0.7
O -3.204 0.560 -2.258 0.0 -0.1 0.2
O -3.948 2.853 -1.742 0.1 0.2 0.2
C -4.709 0.912 -0.138 0.4 0.0 -0.5
C -5.300 1.770 0.771 -0.1 0.1 0.1
C -6.217 1.272 1.682 0.1 0.1 -0.1
C -6.532 -0.078 1.684 0.1 -0.2 -0.2
C -5.927 -0.926 0.766 0.0 0.0 0.1
C -6.255 -2.394 0.737 -0.1 -0.2 0.0
F -5.149 -3.155 0.667 0.2 0.1 0.0
F -6.930 -2.805 1.819 -0.1 0.2 0.2
F -7.007 -2.726 -0.326 -0.1 0.1 -0.2
C -5.013 -0.432 -0.158 0.0 -0.1 0.0
C -1.430 3.007 -0.418 0.1 0.7 -0.3
C -0.396 2.798 -1.524 0.1 0.0 0.3
H 2.455 0.156 -0.826 -0.1 0.1 0.0
H 3.242 2.558 1.825 0.0 0.0 0.0
H 5.236 2.254 3.245 0.0 0.1 0.1
H 6.632 0.232 2.995 0.1 0.0 0.1
H 6.002 -1.504 1.384 0.0 -0.1 0.0
H 5.689 -1.623 -1.195 0.0 -0.1 0.0
H 5.240 -3.027 -0.182 0.0 0.1 0.0
H 4.959 -3.633 -2.553 0.0 0.1 0.0
H 3.910 -2.208 -2.814 0.1 -0.1 0.1
H 1.370 -3.689 -0.763 0.0 0.1 0.0
H 1.748 -2.255 -1.762 0.0 0.0 0.1
H 1.959 -1.662 0.645 0.0 0.0 0.0
H 3.073 -3.026 0.898 0.0 0.1 0.0
H 1.080 1.367 -2.152 0.0 0.0 0.1
H 0.142 -0.539 -0.746 0.0 0.0 0.0
H -0.995 0.120 -1.938 0.1 -0.1 0.0
H -2.151 -0.193 0.197 0.2 -0.1 0.2
H -0.946 0.811 1.035 -0.1 0.0 0.0
H -5.037 2.815 0.741 0.0 0.2 0.1
H -6.690 1.932 2.392 0.0 0.1 0.0
H -7.242 -0.473 2.394 0.0 0.0 0.0
H -4.547 -1.073 -0.891 0.0 -0.1 -0.1
H -2.113 3.812 -0.687 0.2 0.1 0.1
H -0.929 3.244 0.523 -0.2 0.0 -0.1
H -0.922 2.669 -2.473 0.1 0.0 -0.1
H 0.239 3.682 -1.590 0.0 0.0 -0.1
```
Forces are in eV/Å.

In the natural (NBO) picture, each atom carries the following charge in e: -0.6240 0.6928 -0.6203 0.1079 -0.2232 -0.2049 -0.2216 -0.2506 0.1970 -0.4894 -0.2502 -0.0705 -0.5188 -0.0744 -0.2527 -0.3050 -0.4123 -0.2350 -0.6791 2.3204 -0.9476 -0.9341 -0.3366 -0.1530 -0.2097 -0.1565 -0.1620 0.9733 -0.3235 -0.3211 -0.3206 -0.1231 -0.2405 -0.4159 0.4176 0.2516 0.2156 0.2136 0.2139 0.2168 0.1757 0.1976 0.1646 0.2006 0.1579 0.2129 0.1841 0.2221 0.2035 0.2435 0.2163 0.2146 0.2400 0.2257 0.2346 0.2481 0.2350 0.2361 0.2159 0.2267

***

Below is a molecular structure, C38H39BCaN12O2S2 in a non-equilibrium geometry, with properties calculated with ωB97M-V with the def2-TZVPD basis set.

**LUMO (alpha / beta)**: -3.5 / -6.1 eV
**Total charge**: +1
**ΔE to the lowest compared entry with this formula, charge and spin**: 164.6 kJ/mol
**2S+1**: 2
**Kohn-Sham gap (alpha / beta)**: 6.91 / 4.36 eV
**Expectation value of S²**: 0.78

The geometry in XYZ format:
```
95
Properties=species:S:1:pos:R:3:forces:R:3
Ca -0.192 -0.344 0.076 -0.6 1.4 2.1
C 1.208 -3.793 1.026 0.1 0.2 -0.1
C -0.207 -3.430 1.300 -0.3 -0.5 0.4
C -1.086 -4.122 2.148 0.1 0.2 -0.1
C -2.277 -3.449 2.041 0.3 0.0 0.0
N -2.107 -2.432 1.174 -0.5 -0.7 0.3
N -0.843 -2.407 0.735 0.4 -0.8 -0.2
B -3.195 -1.397 0.869 -0.5 0.3 0.2
N -3.146 -0.786 -0.541 -0.6 -0.4 -0.3
C -4.164 -0.733 -1.421 0.0 0.1 -0.2
C -3.822 0.145 -2.421 0.2 0.0 0.2
C -2.546 0.609 -2.068 -0.6 -0.1 -0.3
C -1.708 1.578 -2.827 0.1 -0.1 0.1
N -2.167 0.042 -0.929 -0.1 0.5 -0.6
N -2.993 -0.243 1.852 -0.7 0.0 0.4
C -3.865 0.410 2.637 0.0 0.3 0.1
C -3.175 1.398 3.302 0.2 -0.1 -0.1
C -1.853 1.276 2.847 -0.4 0.1 0.2
C -0.689 2.115 3.243 0.0 -0.2 0.0
N -1.763 0.283 1.970 0.7 0.1 0.0
N -4.524 -2.122 1.010 0.3 -0.8 -0.6
C -4.798 -3.276 0.346 -0.1 0.0 0.0
C -6.076 -3.651 0.666 0.1 0.2 0.1
C -6.532 -2.651 1.553 0.7 -0.1 -0.5
C -7.850 -2.559 2.222 0.0 0.2 0.2
N -5.577 -1.750 1.731 -0.9 0.6 0.8
H 1.332 -4.868 1.153 0.1 0.0 0.0
H 1.480 -3.510 0.011 0.1 -0.2 0.1
H 1.885 -3.291 1.720 0.1 0.0 0.1
H -0.878 -4.990 2.741 0.0 -0.2 0.1
H -3.211 -3.642 2.527 -0.2 0.1 0.0
H -5.066 -1.294 -1.288 -0.1 -0.1 0.1
H -4.406 0.416 -3.277 -0.1 0.1 -0.2
H -2.096 1.681 -3.838 0.0 0.1 0.0
H -1.711 2.559 -2.348 0.0 0.0 -0.1
H -0.687 1.209 -2.872 0.0 0.2 -0.1
H -4.897 0.123 2.668 -0.1 -0.1 0.0
H -3.560 2.097 4.017 -0.1 0.1 0.1
H -0.563 2.084 4.325 0.1 0.1 0.0
H 0.214 1.750 2.755 0.1 0.1 0.0
H -0.859 3.154 2.958 0.1 0.0 0.0
H -4.072 -3.732 -0.298 0.1 -0.1 -0.1
H -6.616 -4.510 0.327 -0.1 -0.2 -0.1
H -8.530 -3.301 1.815 -0.1 0.0 0.0
H -7.739 -2.730 3.292 -0.1 0.0 0.1
H -8.270 -1.564 2.084 -0.1 0.0 0.0
C 5.393 0.886 -6.289 0.0 0.0 0.0
C 4.520 0.440 -5.161 -0.1 -0.1 0.1
C 4.453 1.187 -3.986 -0.1 -0.1 0.1
C 3.660 0.783 -2.927 0.0 0.2 0.2
C 2.910 -0.373 -3.044 -0.2 -0.2 0.5
C 2.967 -1.132 -4.198 -0.1 -0.3 0.0
C 3.778 -0.735 -5.245 -0.1 0.1 0.1
S 1.796 -0.995 -1.788 1.2 -0.6 -2.4
O 1.892 -2.428 -1.791 0.2 0.2 0.0
O 0.493 -0.441 -2.077 0.1 0.1 -0.3
N 2.113 -0.435 -0.310 1.0 -0.4 0.3
C 3.177 -0.787 0.403 -0.5 0.3 -0.2
C 4.418 -1.151 -0.140 0.8 -0.3 0.0
C 5.506 -1.404 0.679 -0.1 0.0 -0.6
C 5.393 -1.354 2.052 -0.1 0.0 0.2
C 4.154 -1.052 2.655 -0.8 0.2 0.0
C 3.958 -1.035 4.053 -0.1 0.1 -0.1
C 2.706 -0.771 4.549 0.1 -0.1 -0.1
C 1.658 -0.535 3.644 0.0 0.0 0.3
N 1.815 -0.506 2.342 -0.1 0.0 -0.7
C 3.031 -0.757 1.838 0.4 0.0 0.9
H 5.201 1.928 -6.535 0.0 0.0 0.0
H 5.227 0.279 -7.174 0.0 0.0 -0.1
H 6.440 0.801 -6.000 0.1 0.0 -0.1
H 5.034 2.093 -3.898 0.1 0.1 0.0
H 3.642 1.356 -2.012 0.0 0.1 0.1
H 2.374 -2.031 -4.245 0.0 -0.2 -0.2
H 3.836 -1.347 -6.132 0.0 0.0 -0.1
H 4.515 -1.210 -1.213 0.1 0.0 -0.1
H 6.459 -1.635 0.230 0.1 -0.1 -0.1
H 6.246 -1.558 2.680 0.1 0.0 0.1
H 4.794 -1.234 4.709 0.0 0.0 0.1
H 2.508 -0.752 5.611 0.0 0.0 0.0
H 0.649 -0.363 3.996 -0.1 0.0 0.1
N 0.459 7.213 -0.166 -0.2 -0.2 0.4
C 0.889 6.245 -0.980 0.5 0.6 -0.8
S 1.681 6.567 -2.391 0.0 0.0 0.1
C 0.620 4.846 -0.611 -0.2 -0.7 0.4
C 1.585 3.868 -0.850 -0.1 0.0 0.1
C 1.312 2.557 -0.505 0.4 0.6 -0.2
N 0.153 2.162 -0.003 -0.1 -0.4 0.0
C -0.784 3.079 0.191 -0.3 0.3 0.1
C -0.591 4.431 -0.058 0.2 0.0 -0.2
H 0.671 8.173 -0.391 -0.1 -0.1 0.0
H 0.021 7.001 0.716 0.1 0.1 0.0
H 2.525 4.142 -1.300 0.1 0.0 0.0
H 2.054 1.783 -0.641 0.0 0.2 0.0
H -1.730 2.713 0.569 -0.1 0.0 0.0
H -1.385 5.136 0.130 -0.1 0.0 0.0
```
Forces are in eV/Å.

In the Mulliken picture, each atom carries the following charge in e: 3.4868 -1.0117 0.6743 -1.5828 -0.2313 1.2455 -0.9210 -0.1179 0.7486 -0.0725 -1.7043 0.5075 -1.0935 -0.7948 0.3918 -0.0082 -1.8399 0.4318 -1.2324 -0.1893 1.5528 -0.6568 -1.2846 0.6138 -1.2831 -1.4391 0.4817 0.1184 0.0667 0.5050 0.5232 0.4192 0.5464 0.4140 0.1436 0.0568 0.6475 0.5675 0.4459 0.0673 0.3094 0.6038 0.4340 0.3599 0.2648 0.3200 -1.4291 0.9734 -1.0084 0.5319 -0.3949 -0.8687 -1.0249 1.9123 -0.7494 -0.7223 0.7991 0.2840 -0.7819 -1.1647 -0.6717 0.7316 -0.8301 -1.1889 -0.1625 0.4529 -0.4909 0.3630 0.3698 0.3190 0.4489 0.3949 0.5185 0.3557 0.4752 0.4565 0.4650 0.4547 0.4494 0.6610 -0.3702 0.0425 -0.3332 0.5408 -0.5830 -0.6731 0.8081 -0.8481 -1.0074 0.2206 0.2043 0.5101 0.0001 0.5988 0.4768

***

Below is 2 unconnected molecules or ions with the total composition C5H6F3N2 in a non-equilibrium geometry, with properties calculated with ωB97M-V with the def2-TZVPD basis set.

**LUMO (alpha / beta)**: -5.9 / -5.9 eV
**Total charge**: +1
**ΔE to the lowest compared entry with this formula, charge and spin**: 208.7 kJ/mol
**Kohn-Sham gap (alpha / beta)**: 7.40 / 7.40 eV

The geometry in XYZ format:
```
16
Properties=species:S:1:pos:R:3:forces:R:3
C 0.315 -1.152 0.210 -0.4 -0.6 0.2
C 0.117 0.145 -0.012 0.0 0.1 -0.1
C 2.277 -0.404 -0.314 3.5 1.0 0.4
C -1.261 0.722 0.058 0.3 -1.8 3.7
C 4.890 0.104 0.040 -0.6 -1.1 -0.8
N 1.388 0.604 -0.318 0.7 0.4 -0.1
N 1.639 -1.501 0.048 -2.0 1.0 0.0
F 5.084 -0.354 1.227 -0.4 0.3 -0.9
F 5.445 -0.565 -0.923 -0.8 0.4 1.0
F 4.974 1.366 -0.099 -0.5 -0.1 0.2
H -0.426 -1.834 0.510 -0.6 -1.0 0.1
H -1.475 1.612 -0.376 0.0 2.9 -1.4
H -1.882 -0.002 -0.436 -0.5 -0.3 0.1
H -1.554 0.816 1.202 0.4 -0.2 -2.4
H 1.715 1.561 -0.411 -0.4 -0.3 -0.2
H 1.789 -2.481 0.046 1.5 -0.6 -0.1
```
Forces are in eV/Å.

In the natural (NBO) picture, each atom carries the following charge in e: -0.0807 0.1348 0.2220 -0.6369 1.2377 -0.5305 -0.5294 -0.2274 -0.2317 -0.2290 0.2357 0.2413 0.2480 0.2484 0.4443 0.4531

***

Below is a gas-phase ion, C5H15N2Si (charge +1) in a non-equilibrium geometry, with properties calculated with ωB97M-V with the def2-TZVPD basis set.

**LUMO**: -3.3 eV
**SMILES string**: C[Si]1(C)C[NH2+]CCN1
**Total charge**: +1
**ΔE to the lowest compared entry with this formula, charge and spin**: 41.3 kJ/mol
**Kohn-Sham gap**: 9.42 eV

The geometry in XYZ format:
```
23
Properties=species:S:1:pos:R:3:forces:R:3
C -2.374 -0.292 1.317 1.2 0.9 -2.1
Si -1.138 0.175 0.037 4.3 -0.9 -0.6
C -1.680 0.034 -1.807 0.2 -0.8 0.7
C 0.479 -1.427 0.165 -3.0 1.1 2.8
N 1.909 -1.135 0.096 3.0 -0.4 -0.3
C 2.196 0.279 -0.137 0.2 4.0 -1.0
C 1.473 1.441 0.687 -1.0 -1.3 -2.7
N 0.003 1.482 0.464 -1.3 1.7 0.0
H -3.015 0.519 1.390 -1.7 1.7 0.0
H -2.919 -1.120 1.031 -1.3 -1.8 -0.7
H -2.023 -0.419 2.267 1.4 -0.5 2.4
H -2.517 0.710 -1.955 -0.4 -0.2 -0.2
H -0.925 0.322 -2.557 0.0 -0.1 0.6
H -1.963 -1.048 -2.021 0.0 1.4 0.3
H 0.171 -2.051 -0.606 -0.2 -1.5 -1.3
H 0.233 -1.896 1.191 0.6 0.5 -1.8
H 2.498 -1.515 -0.763 -1.9 -0.2 2.3
H 2.435 -1.434 1.003 -1.2 0.4 -2.0
H 2.143 0.557 -1.259 -0.5 -0.9 1.7
H 3.239 0.448 0.071 0.6 -0.2 0.2
H 1.787 1.407 1.694 0.0 -0.2 1.4
H 1.898 2.362 0.259 0.0 -0.3 0.1
H -0.362 2.497 0.494 0.8 -2.4 0.0
```
Forces are in eV/Å.

In the natural (NBO) picture, each atom carries the following charge in e: -1.1347 1.7942 -1.1277 -0.6279 -0.5321 -0.2508 -0.1932 -1.1105 0.2586 0.2567 0.2599 0.2551 0.2579 0.2571 0.2210 0.2331 0.4542 0.4467 0.2300 0.2228 0.1922 0.2228 0.4145

***

Below is a molecular structure, C5H8F2S in a non-equilibrium geometry, with properties calculated with ωB97M-V with the def2-TZVPD basis set.

**LUMO**: 0.7 eV
**ΔE to the lowest compared entry with this formula, charge and spin**: 185.6 kJ/mol
**Kohn-Sham gap**: 9.72 eV

The geometry in XYZ format:
```
16
Properties=species:S:1:pos:R:3:forces:R:3
C -2.056 -1.145 0.063 -2.8 1.1 0.4
C -0.124 0.403 -0.643 1.9 -1.9 -0.5
C -0.644 1.562 -0.427 -1.5 4.0 2.6
C 1.296 0.478 -0.301 2.5 1.2 -0.7
C 1.976 -0.493 0.586 -1.2 -3.5 3.7
H -1.757 -1.151 1.088 0.9 -0.4 0.6
H -2.627 -0.199 -0.016 0.2 -0.5 0.0
H -2.862 -1.880 -0.030 0.6 -0.4 -0.5
H -0.168 2.477 0.166 -0.8 -2.1 -1.8
H 1.340 1.557 0.049 1.4 -1.4 -0.4
H 3.061 -0.227 0.897 -2.2 -0.1 -0.3
H 2.036 -1.536 0.099 -0.1 1.7 0.5
H 1.155 -0.822 1.640 2.8 1.4 -3.0
F -1.950 1.777 -0.495 -0.9 0.3 -0.6
F 2.137 0.304 -1.494 -1.0 0.9 0.5
S -0.813 -1.105 -1.181 0.2 -0.3 -0.3
```
Forces are in eV/Å.

In the natural (NBO) picture, each atom carries the following charge in e: -0.7880 -0.3264 0.2733 0.1552 -0.6270 0.2158 0.2328 0.2407 0.1848 0.1784 0.2451 0.2412 0.1904 -0.3294 -0.4007 0.3139

***

- What is the formula in the third record?
  C5H6F3N2